# C22H42GaNOP3

C22H42GaNOP3 as an isolated structure (ωB97M-V/def2-TZVPD, the Open Molecules 2025 dataset).

Summary:
HOMO energy (alpha / beta): -16.027 / -16.027 eV
Orbital gap (alpha / beta): 5.246 / 4.410 eV
Largest force on an atom: 2.8 eV/Å
Energy relative to the best compared isomer or geometry (same formula, charge and spin): 101.2 kcal/mol
Lowest unoccupied orbital energy (alpha / beta): -10.781 / -11.617 eV
Total charge: +3

XYZ file:
```
70
C22H42GaNOP3 | the Open Molecules 2025 dataset | ωB97M-V/def2-TZVPD
H 3.43 1.69 -3.25
C -1.06 -3.11 -4.85
H -3.83 2.64 4.39
H 3.51 -1.95 -1.79
H 2.97 2.54 -1.22
H 0.48 2.12 1.52
H 3.11 0.02 1.54
H 4.17 0.56 -2.06
H 0.71 -3.73 1.33
C -1.14 3.86 -3.42
H -4.58 0.32 5.14
H -1.19 -4.57 -0.04
H 0.13 1.99 -2.17
C 2.89 -0.32 0.52
H 1.02 0.54 2.15
H -2.83 0.79 -2.23
P 2.27 -0.44 -3.26
H -2.44 2.84 2.35
C 0.57 1.05 1.29
C -2.63 -2.34 -6.53
H -0.33 -3.81 -4.46
H -3.62 2.24 -1.61
H 1.77 3.21 -0.08
H 3.82 -0.29 -0.07
H -0.16 4.34 -3.38
N -2.40 0.80 1.96
C -3.58 -0.64 3.47
C -2.79 -0.43 2.33
H 2.52 -1.35 0.56
C 2.67 -2.05 -2.50
H 1.23 -1.26 -5.30
P 1.59 0.78 -0.20
H -2.19 4.39 -0.73
H -3.86 -1.67 3.72
C -2.91 -1.21 -5.76
H -0.47 4.06 -0.29
Ga 0.10 0.04 -2.42
C -1.30 -3.71 0.63
C -1.44 3.60 -0.56
H 2.31 0.14 -5.60
H 1.80 -2.47 -1.97
H 2.96 -2.74 -3.31
C 3.72 0.65 -3.06
C -2.29 -1.02 -4.54
C -1.32 -1.94 -4.09
H 3.25 2.41 0.54
H -1.77 2.94 0.26
C -2.89 1.87 -2.35
H -1.94 4.61 -3.30
C 2.19 -0.80 -5.03
H -1.49 -4.17 -6.66
H -0.41 -2.45 2.09
H -2.50 -0.14 -3.92
H 4.46 0.35 -3.82
H -0.44 0.66 1.14
H 3.01 -1.48 -5.29
H -2.46 -1.26 1.71
C -1.70 -3.28 -6.07
O -0.61 -1.76 -2.97
H -1.26 3.33 -4.38
H -3.28 2.09 -3.35
H -3.64 -0.48 -6.09
C 2.49 2.39 -0.25
P -1.29 2.66 -2.09
C -2.77 1.86 2.68
C -0.28 -3.27 1.38
C -3.97 0.45 4.24
C -3.57 1.73 3.84
H -2.31 -3.29 0.71
H -3.14 -2.48 -7.47
```